The following is a DFT calculation (ωB97M-V/def2-TZVPD) of 4 unconnected molecules or ions with the total composition C39H39ClN5O9 in a non-equilibrium geometry.

As for the total energy: -79438.0874 eV. The value obtained for the gap between HOMO and LUMO is 5.74 eV. Its LUMO energy is -5.07 eV. As for the net charge: +1. The value obtained for the strongest force on any atom is 9.73 eV Å⁻¹. Its highest occupied orbital energy is -10.81 eV.

```
93
Properties=species:S:1:pos:R:3:forces:R:3:lowdin_charge:R:1
C -2.057099 2.116359 2.271492 3.0 0.2 -2.9 0.03
H -1.634257 4.089092 4.686602 -1.7 -1.8 0.0 0.12
C 4.994033 2.134218 1.613415 1.6 0.4 -2.1 -0.01
C 7.256932 -2.856480 -1.284545 0.1 0.0 0.2 -0.07
H -5.012775 0.579753 -1.884536 -0.1 0.0 -0.1 0.08
C -0.154718 -2.614092 1.966766 2.6 -3.3 -2.1 -0.14
O 3.642322 -1.628040 -2.324953 -2.1 1.2 3.5 -0.01
C 0.070154 0.497371 0.389415 -1.6 2.2 1.9 0.05
C 4.093992 2.925322 0.465973 3.2 -0.9 -1.2 -0.09
C -1.178175 -0.222461 1.238601 1.3 2.4 -0.9 0.04
C -1.309026 -1.879258 1.048500 0.6 1.0 0.2 -0.14
C -0.849683 2.946065 1.464631 -0.2 -2.6 0.1 0.05
H -9.317794 0.348392 -4.205236 0.1 0.0 0.1 0.11
H 6.703042 -2.875982 -3.368703 0.0 0.0 0.1 0.10
O 4.322563 -2.161277 -0.024380 -5.0 5.5 -5.7 -0.03
H 0.883026 -0.002768 -1.687199 0.3 -0.7 2.5 0.15
O -0.424919 1.735113 7.238931 -1.7 3.8 -8.8 -0.01
C -8.381527 0.375041 -3.655369 0.6 0.5 -0.6 -0.14
H 2.993242 0.821690 -1.027085 -0.5 -1.9 1.8 0.12
C -0.811416 4.607872 1.647487 -0.7 0.1 -1.0 -0.09
N -2.146313 0.584295 2.129462 2.3 2.0 -1.3 0.01
C 6.464535 2.998611 -1.112561 -1.0 -1.2 3.0 -0.04
H 6.266116 -2.603955 -0.924308 0.2 -0.1 -0.1 0.06
H 7.065945 3.258756 -2.106751 -1.8 -0.5 2.4 0.10
C 7.498661 -3.005677 -2.640809 0.9 -0.2 -0.4 -0.15
C -3.087947 3.030625 3.166382 -0.1 -1.6 1.4 -0.07
H -5.433777 1.711748 -4.071313 0.0 -0.1 0.1 0.10
H -3.472933 0.386651 3.965021 0.8 -0.8 -2.6 0.16
O -4.577314 -0.024232 2.184738 1.2 -0.7 2.4 -0.11
H 8.165637 -2.932475 0.667150 0.0 0.0 -0.1 0.10
H -3.172116 -2.224686 -2.030464 -0.1 0.1 0.0 0.08
H 0.817922 -3.652707 0.153741 -0.4 -0.4 2.4 0.07
N -3.322729 -4.254447 -2.364802 -0.8 0.3 -0.4 0.04
C 0.274526 2.152867 0.513290 -3.1 -1.7 2.3 0.03
C 0.744651 -3.644783 1.322084 -2.8 3.0 1.5 0.02
C -4.076020 -5.234102 -2.910042 0.6 0.5 0.4 -0.15
C 1.096260 -0.352995 -0.566179 -0.2 0.1 -0.8 -0.15
C -8.246500 -0.282294 -2.443006 0.3 0.0 0.2 -0.07
H 2.768963 -1.303476 -2.745935 2.0 -0.5 1.1 0.13
H -3.213701 3.332313 5.509925 1.5 -0.1 -1.9 0.16
H 8.507027 1.938420 -0.091626 -2.9 0.7 0.2 0.11
H -6.680734 -3.487509 -4.157754 0.1 0.0 0.1 0.11
H -4.139918 2.506368 3.369802 2.4 0.9 -0.9 0.14
H -9.076973 -0.834891 -2.018499 0.1 0.1 -0.1 0.10
C 2.689651 -0.075694 -0.300154 0.6 0.4 -1.5 -0.09
C 2.479430 3.172302 0.799898 1.1 2.1 6.7 -0.20
H 0.939935 -1.512458 -0.560680 -0.1 2.4 0.4 0.09
C 9.717497 -3.485890 -2.278588 -0.6 0.1 -0.7 -0.15
H -3.079407 -1.244259 3.106062 0.0 2.4 -0.8 0.16
H -5.322479 -1.641356 -3.159905 0.1 -0.3 0.0 0.07
N 8.707281 -3.315766 -3.158916 -0.1 0.1 1.0 0.05
H 4.475505 1.763920 2.620474 1.1 1.1 -2.5 0.11
H -3.674413 -6.238204 -2.806120 -0.1 0.1 0.0 0.10
H 0.209575 5.079517 1.311785 -1.9 -1.2 0.9 0.13
O -2.551296 4.336513 -0.229775 3.9 6.8 5.5 -0.08
H 1.342046 -4.463432 1.924811 -1.1 2.3 -1.2 0.09
C -3.796682 -2.994062 -2.475028 0.2 -1.0 0.0 -0.16
C 6.590954 1.759979 1.440585 -2.3 2.1 -3.3 -0.04
C -2.395641 3.177418 4.676901 0.1 0.9 0.1 -0.16
C -5.278731 -5.010297 -3.560665 -0.1 0.3 0.0 -0.07
H -1.132588 -2.082360 -0.114322 -0.3 0.4 2.7 0.13
O 2.237682 3.620895 2.063323 0.7 -3.2 -8.5 -0.03
C -0.607951 2.329754 6.040048 0.9 -3.1 5.7 -0.13
H -6.876414 -0.716975 -0.838466 0.0 0.0 -0.1 0.09
C 8.317014 -3.039791 -0.402999 0.0 0.0 -0.1 -0.08
N -7.391064 1.083841 -4.240122 0.1 -0.5 0.9 0.06
C 9.573345 -3.361712 -0.906104 -0.3 0.1 0.1 -0.08
H 10.679035 -3.732272 -2.720233 -0.1 0.0 0.1 0.10
C -5.741430 -3.701915 -3.656366 0.0 -0.1 0.0 -0.06
H 10.419701 -3.511545 -0.245424 -0.1 0.0 -0.1 0.10
C -7.020408 -0.213431 -1.789970 -0.1 0.1 0.0 -0.10
H 7.153368 1.161597 2.304166 -1.5 1.5 -2.2 0.11
H 4.239944 3.917645 -1.776141 1.5 -1.3 2.0 0.10
O -1.644934 1.945787 5.056703 1.4 2.2 1.9 -0.16
H -3.333615 4.083472 2.719681 0.8 -2.2 0.6 0.13
O -4.521079 -0.605603 0.142611 0.1 2.8 2.5 0.05
C -5.980429 0.507346 -2.367930 -0.3 0.1 0.1 -0.12
C -3.278461 -0.103850 2.894956 -0.3 -0.5 1.7 -0.10
C -1.946279 5.238422 0.592682 -3.0 -5.7 -4.0 -0.55
C -6.212789 1.134107 -3.581640 -0.8 0.1 -0.5 -0.15
Cl -2.380275 7.078498 0.555351 0.9 -3.1 0.2 0.56
O 1.387623 2.880532 -0.179581 -0.6 -1.7 3.8 -0.05
C -4.988950 -2.671301 -3.103097 0.0 -0.1 -0.1 -0.07
C 3.597166 -1.370075 -0.846805 3.1 -3.6 2.8 -0.23
C 7.354205 2.206201 0.047546 -4.4 0.7 0.9 -0.03
H 0.002629 -2.393532 3.116289 -0.9 -0.5 -2.6 0.11
N -4.418014 0.348098 0.901300 0.1 -2.3 -4.5 -0.01
H 0.127373 3.194278 5.711393 -1.7 -1.6 0.4 0.17
H -1.085316 4.956360 2.730378 0.7 -0.8 -2.1 0.11
H -2.407006 -2.249327 1.282750 2.4 0.8 -0.3 0.12
H 2.970059 0.226139 0.794715 -0.5 -1.0 -2.1 0.13
H -5.841455 -5.835617 -3.981919 0.1 0.1 0.1 0.11
C 4.844899 3.369743 -0.920808 2.0 -2.2 2.7 -0.01
```
Forces are in eV/Å.